The following is a DFT calculation (ωB97M-V/def2-TZVPD) of C2H2ClF3 in the gas phase in a non-equilibrium geometry.

```
8
C2H2ClF3 (ωB97M-V/def2-TZVPD)
F 1.657 -0.109 0.645
C 0.927 0.001 -0.475
F 1.228 -1.000 -1.406
C -0.566 -0.062 -0.262
F -0.978 -1.283 0.191
Cl -1.154 1.228 0.698
H 1.147 0.929 -0.951
H -0.856 0.095 -1.358
```

The lowest unoccupied orbital energy comes out at 0.736 eV. The calculation puts the energy above the lowest of the compared OMol25 structures with the same formula, charge and spin at 0.766 eV. The charge is 0. As for the structure (SMILES): FC(F)[C@@H](F)Cl. As for the frontier orbital gap: 0.453 Eh. The value obtained for the HOMO energy is -11.60 eV. For the electronic energy, the calculation gives -837.1845 a.u.

=====

The following is a DFT calculation (ωB97M-V/def2-TZVPD) of C17H26N2O3S in the gas phase.

```
49
C17H26N2O3S (ωB97M-V/def2-TZVPD)
C -0.530 6.276 2.042
C -0.365 4.992 1.287
C -0.669 3.771 1.876
C -0.532 2.590 1.169
C -0.093 2.605 -0.151
C 0.106 1.335 -0.891
S 1.901 0.983 -0.994
O 2.535 2.032 -1.747
O 2.070 -0.361 -1.498
C 2.566 1.042 0.719
C 2.915 -0.370 1.141
C 1.680 -1.249 0.971
O 0.563 -0.836 1.232
N 1.928 -2.517 0.595
C 0.852 -3.412 0.232
C 0.467 -3.280 -1.269
N -0.941 -3.333 -1.549
C -1.737 -2.206 -1.067
C -3.065 -2.802 -0.586
C -3.093 -4.176 -1.254
C -1.622 -4.571 -1.216
C 0.214 3.825 -0.744
C 0.079 5.000 -0.030
H -0.563 6.097 3.114
H 0.287 6.960 1.822
H -1.461 6.763 1.750
H -1.015 3.743 2.899
H -0.768 1.645 1.638
H -0.326 0.478 -0.385
H -0.218 1.382 -1.928
H 3.423 1.707 0.692
H 1.776 1.463 1.335
H 3.733 -0.750 0.530
H 3.216 -0.388 2.192
H 2.831 -2.726 0.201
H 1.156 -4.431 0.478
H -0.003 -3.136 0.852
H 0.845 -2.319 -1.631
H 0.951 -4.074 -1.845
H -1.235 -1.654 -0.266
H -1.893 -1.517 -1.906
H -3.919 -2.185 -0.857
H -3.056 -2.918 0.499
H -3.735 -4.888 -0.738
H -3.423 -4.083 -2.288
H -1.360 -4.950 -0.215
H -1.367 -5.338 -1.952
H 0.575 3.843 -1.760
H 0.323 5.942 -0.501
```

The lowest unoccupied orbital energy comes out at 0.705 eV. The calculation puts the energy above the lowest of the compared OMol25 structures with the same formula, charge and spin at 1.324 eV. The charge is 0. As for the structure (SMILES): Cc1ccc(CS(=O)(=O)CCC(=O)NCCN2CCCC2)cc1. As for the frontier orbital gap: 0.318 Eh. The value obtained for the HOMO energy is -7.95 eV. For the electronic energy, the calculation gives -1396.8120 a.u.

=====

The following is a DFT calculation (ωB97M-V/def2-TZVPD) of 10 unconnected molecules or ions with the total composition C4H30NO10 in a non-equilibrium geometry.

```
45
C4H30NO10 (ωB97M-V/def2-TZVPD)
C 0.299 -0.741 -0.680
C -0.674 -0.201 -1.687
C -1.002 1.265 -1.604
C 0.188 2.244 -1.913
O 0.116 3.261 -0.883
N -0.461 -1.219 0.524
H 1.273 -0.209 -0.446
H 0.872 -1.606 -1.016
H -0.357 -0.388 -2.792
H -1.608 -0.842 -1.848
H -1.451 1.505 -0.653
H -1.732 1.534 -2.359
H 1.196 1.829 -1.854
H -0.151 2.883 -2.763
H 0.490 2.918 0.006
H -1.406 -1.553 0.229
H -0.637 -0.417 1.210
H 0.241 -1.612 1.115
H -1.061 2.874 2.665
H -1.503 2.835 1.157
O -1.610 2.432 2.010
H -0.544 1.297 2.698
H 0.519 0.249 3.181
O -0.173 0.401 2.536
H 2.987 -2.771 1.986
H 2.643 -3.964 1.163
O 2.209 -3.247 1.677
H -0.873 -3.391 -2.993
H -1.747 -4.257 -1.919
O -0.964 -3.770 -2.130
H -3.178 -2.820 -0.281
H -3.649 -1.339 -0.140
O -2.870 -1.917 -0.092
H 3.408 1.144 3.212
H 2.537 1.050 2.056
O 2.911 0.470 2.734
H -3.180 0.224 1.052
H -4.564 1.141 0.949
O -4.034 0.318 0.644
H 2.881 2.835 -0.241
H 1.596 1.779 -0.164
O 2.338 2.233 0.290
H 4.114 -0.771 -0.952
H 3.380 -0.886 -2.309
O 3.232 -0.803 -1.373
```

The lowest unoccupied orbital energy (alpha / beta) comes out at -6.326 / -12.685 eV. As for the expectation value of S²: 0.75. The spin multiplicity is 2. The charge is +2. As for the frontier orbital gap (alpha / beta): 0.375 / 0.141 Eh. The value obtained for the HOMO energy (alpha / beta) is -16.53 / -16.53 eV. For the electronic energy, the calculation gives -976.7828 a.u.